[1]
{
  "formula": "C28H52N2O2Si2Yb",
  "method": "wB97M-V/def2-TZVPD",
  "symbols": ["O", "O", "C", "C", "H", "H", "H", "H", "H", "C", "C", "H", "H", "H", "H", "H", "C", "C", "C", "H", "H", "H", "H", "H", "C", "H", "H", "H", "H", "H", "H", "Yb", "C", "Si", "H", "H", "C", "C", "C", "C", "Si", "H", "H", "C", "C", "C", "H", "H", "H", "H", "H", "H", "H", "H", "H", "H", "H", "H", "H", "H", "H", "H", "H", "H", "C", "C", "C", "C", "C", "C", "N", "N", "C", "C", "C", "C", "C", "C", "H", "H", "H", "H", "H", "H", "H", "H", "H"],
  "positions_angstrom": [[-0.6983, -1.1185, -1.6790], [0.9039, 0.9510, -3.4797], [0.0791, -2.2958, -2.1223], [-0.5656, -3.5738, -1.6744], [1.0724, -2.1879, -1.6770], [0.1699, -2.1694, -3.1967], [-0.6127, -3.6525, -0.5724], [0.0335, -4.4129, -2.0479], [-1.5685, -3.6717, -2.1054], [-1.8343, -0.6976, -2.4818], [-1.7472, -0.9640, -3.9636], [-1.9049, 0.3715, -2.2749], [-2.7248, -1.1684, -2.0579], [-0.9211, -0.4051, -4.4317], [-2.7048, -0.6005, -4.3714], [-1.6721, -2.0326, -4.2036], [0.2932, 2.3765, -3.4159], [2.1832, 0.6951, -4.2905], [-0.6682, 2.5715, -4.5464], [1.1349, 3.0754, -3.4256], [-0.2096, 2.3841, -2.4491], [-0.1599, 2.5517, -5.5140], [-1.1228, 3.5674, -4.4488], [-1.4784, 1.8292, -4.5343], [2.0182, 1.0104, -5.7407], [2.3568, -0.3607, -4.0947], [2.9622, 1.2952, -3.8197], [1.2776, 0.3692, -6.2293], [2.9887, 0.8399, -6.2169], [1.7900, 2.0628, -5.9010], [1.1993, 0.7034, -2.5332], [-0.2558, -0.4984, 0.4182], [1.7756, 0.5330, -0.7742], [3.3414, 0.8020, 0.1506], [1.7143, -0.4090, -1.3493], [1.2257, 1.4558, -1.0709], [4.5957, -0.3921, -0.5885], [3.0808, 0.4142, 1.9717], [3.8251, 2.6042, -0.0882], [-2.2961, -1.5691, 0.9263], [-3.3431, -0.0406, 0.9786], [-2.1227, -2.0716, 1.9098], [-2.5305, -2.3737, 0.2007], [-4.8427, -0.2573, -0.1611], [-2.4630, 1.5574, 0.3908], [-3.9009, 0.2677, 2.7531], [3.2829, 3.0348, -0.9496], [4.9070, 2.6745, -0.2827], [3.5787, 3.1952, 0.8129], [4.3440, -1.4258, -0.2874], [5.6238, -0.1740, -0.2553], [4.5346, -0.3400, -1.6923], [2.4412, -0.4759, 2.0992], [2.5898, 1.2450, 2.5034], [4.0510, 0.2049, 2.4476], [-3.1082, 2.0372, -0.3609], [-1.4620, 1.4905, -0.0828], [-2.3718, 2.2651, 1.2248], [-4.7869, 0.9182, 2.8150], [-3.0974, 0.7280, 3.3474], [-4.1457, -0.6944, 3.2249], [-5.6805, 0.3977, 0.1192], [-5.1906, -1.2969, -0.1047], [-4.5876, -0.0453, -1.2079], [-1.0834, 3.3161, 5.8547], [-1.0060, 3.5414, 4.4676], [-0.6373, 2.5070, 3.6072], [-0.3907, 1.2140, 4.1183], [-0.4265, 1.0070, 5.5157], [-0.7750, 2.0495, 6.3719], [-0.1557, 0.1461, 3.2225], [-0.0033, -0.9585, 3.8936], [0.4476, -2.0902, 3.2138], [0.5349, -3.2810, 4.0083], [0.9883, -4.4648, 3.4409], [1.3430, -4.4973, 2.0856], [1.2820, -3.2984, 1.3136], [0.8163, -2.1427, 1.8735], [-1.3835, 4.1218, 6.5281], [-1.2417, 4.5337, 4.0717], [-0.5472, 2.6387, 2.5239], [-0.1872, 0.0060, 5.8832], [-0.8113, 1.8615, 7.4512], [0.2465, -3.1961, 5.0604], [1.0848, -5.3626, 4.0563], [1.6841, -5.4281, 1.6238], [1.6258, -3.3273, 0.2758]],
  "multiplicity": 2,
  "s_squared": 0.75,
  "energy_ha": -3095.40746,
  "total_charge": 1,
  "gap_ev": [6.856, 6.881]
}

[2]
{
  "formula": "C13H15F3N2O3S",
  "method": "wB97M-V/def2-TZVPD",
  "symbols": ["C", "C", "O", "C", "C", "C", "C", "C", "N", "S", "N", "C", "C", "H", "H", "H", "H", "H", "H", "H", "H", "H", "H", "C", "C", "O", "C", "O", "C", "F", "F", "F", "H", "H", "H", "H", "H"],
  "positions_angstrom": [[1.2433, 0.7399, 0.7158], [0.3773, -0.5207, 0.7524], [0.7443, -1.4878, -0.2179], [1.8587, -2.2794, 0.1427], [3.0216, -2.0607, -0.8081], [2.7401, -1.6521, -2.1424], [3.7408, -1.4283, -3.0449], [5.0901, -1.6134, -2.6421], [6.1972, -1.4465, -3.3678], [7.4360, -1.8053, -2.4234], [6.6616, -2.1940, -1.0611], [5.3614, -2.0380, -1.3230], [4.3114, -2.2540, -0.3908], [0.6098, 1.5977, 0.9278], [2.0246, 0.7365, 1.4700], [1.6922, 0.9041, -0.2584], [0.4269, -0.9538, 1.7509], [-0.6408, -0.2437, 0.5246], [2.1863, -2.0397, 1.1496], [1.5718, -3.3279, 0.0946], [1.7245, -1.4989, -2.4584], [3.5171, -1.1166, -4.0507], [4.5023, -2.5577, 0.6255], [-6.6224, 1.7276, 0.2973], [-5.6582, 2.8807, 0.4682], [-4.7408, 2.6347, 1.5528], [-3.6952, 1.8764, 1.2678], [-3.4300, 1.3796, 0.2147], [-2.8003, 1.7421, 2.5107], [-3.5181, 1.4982, 3.6109], [-2.1114, 2.8747, 2.7044], [-1.9312, 0.7483, 2.3446], [-7.1455, 1.5266, 1.2325], [-7.3566, 1.9644, -0.4715], [-6.0986, 0.8179, 0.0055], [-6.1887, 3.7893, 0.7434], [-5.1014, 3.0798, -0.4461]],
  "energy_ha": -1537.38616,
  "total_charge": 0,
  "gap_ev": 8.501
}